No. 1
14
Properties=species:S:1:pos:R:3 method="wB97M-V/def2-TZVPD" total_charge=0 largest_force_ev_per_a=5.9 total_energy_ev=-11212.33463 orbital_gap_ev=9.2209 relative_energy_kcal_mol=102.4
H -1.21068 -2.61316 -0.66741
N -1.77213 -2.00274 -0.06196
C -1.49715 -0.79626 -0.11494
C -2.30269 0.37632 0.06604
O -3.41028 0.30228 0.57637
N -1.63879 1.36632 -0.35904
N -0.31639 1.12485 -0.94094
N 0.04172 -0.16302 -0.63613
C 0.98518 -0.31659 0.55581
H -1.84612 2.32906 -0.26862
H -0.21293 1.26704 -1.96615
H 0.74216 0.49596 1.19607
H 0.68143 -1.25318 0.99708
H 1.99304 -0.30868 0.23475

No. 2
100
Properties=species:S:1:pos:R:3 method="wB97M-V/def2-TZVPD" total_charge=0 largest_force_ev_per_a=0.8 total_energy_ev=-81844.70749 orbital_gap_ev=5.4808
Na 0.41368 1.54233 -0.67222
C 3.58684 1.75844 0.36685
N 2.26426 1.84371 0.94064
C 2.09503 2.86421 1.94895
C 0.66175 2.85751 2.37562
N -0.25980 2.12255 1.82226
C -1.42441 2.38831 2.54886
C -2.70930 1.86698 2.41414
C -3.68235 2.31366 3.28951
C -3.39413 3.25857 4.28684
C -2.12304 3.78122 4.43729
C -1.15358 3.32510 3.55190
N 0.19875 3.59977 3.42180
C 3.52584 0.86465 -0.83397
N 2.42044 0.54601 -1.44386
C 2.82108 -0.18481 -2.56723
C 2.06755 -0.69215 -3.62357
C 2.73435 -1.37557 -4.62293
C 4.12675 -1.54351 -4.58938
C 4.89444 -1.01309 -3.56793
C 4.21301 -0.32663 -2.57012
N 4.63828 0.35564 -1.44006
H 4.35557 1.40949 1.06828
H 3.88383 2.75689 0.03094
H 1.98700 0.94093 1.31582
H 2.33784 3.83793 1.51370
H 2.73686 2.72694 2.82876
H -2.92916 1.13858 1.64407
H -4.69118 1.92821 3.20499
H -4.18445 3.58484 4.95158
H -1.90185 4.51041 5.20800
H 0.72525 4.26482 3.95782
H 1.00005 -0.52156 -3.66827
H 2.17178 -1.78420 -5.45393
H 4.61417 -2.08235 -5.39190
H 5.97286 -1.11871 -3.56116
H 5.58965 0.50545 -1.15747
N -0.31908 -2.08137 0.39003
P -0.55756 -1.26436 1.90772
C -1.12393 -2.68138 2.92389
C -2.41828 -2.64091 3.43580
C -2.92469 -3.71812 4.15511
C -2.13689 -4.84065 4.36524
C -0.84004 -4.88601 3.86229
C -0.33519 -3.81074 3.14714
C 1.18008 -1.10151 2.48151
C 2.27307 -1.55272 1.74598
C 3.57085 -1.29849 2.18586
C 3.78453 -0.58211 3.35518
C 2.69630 -0.12030 4.09130
C 1.40474 -0.37343 3.65331
P -0.67872 -1.12148 -1.01947
C -2.51281 -0.96007 -1.00400
C -3.05953 0.31833 -1.11180
C -4.43823 0.50387 -1.06605
C -5.27600 -0.58900 -0.90637
C -4.73973 -1.87069 -0.80279
C -3.36752 -2.05402 -0.86012
C -0.47972 -2.44469 -2.27105
C 0.48980 -3.43589 -2.11670
C 0.70691 -4.37271 -3.11954
C -0.02830 -4.31904 -4.29423
C -0.98357 -3.32447 -4.46403
C -1.20775 -2.39356 -3.46062
H -0.76902 -2.98981 0.38735
H -3.02999 -1.76053 3.26684
H -3.93229 -3.67985 4.55118
H -2.53085 -5.68243 4.92201
H -0.22309 -5.75974 4.03584
H 0.68054 -3.84253 2.76573
H 2.10060 -2.09535 0.82243
H 4.41550 -1.66428 1.61187
H 4.79394 -0.38351 3.69604
H 2.85950 0.44035 5.00406
H 0.55504 0.00290 4.21769
H -2.40976 1.17860 -1.25718
H -4.85014 1.50174 -1.16057
H -6.35005 -0.44817 -0.87099
H -5.39529 -2.72654 -0.68824
H -2.95899 -3.05784 -0.79236
H 1.08719 -3.46753 -1.21365
H 1.46041 -5.13921 -2.98588
H 0.14105 -5.04814 -5.07702
H -1.55839 -3.27392 -5.37973
H -1.95369 -1.61933 -3.60353
C 0.73903 4.83533 -0.78414
C -0.09682 4.31382 -1.91919
C -0.88089 5.03279 -2.80635
C -1.48370 4.07159 -3.66129
C -1.01553 2.83587 -3.24020
C -1.25662 1.50030 -3.88717
N -0.16730 2.97272 -2.17408
H 0.94323 5.90002 -0.91530
H 1.70380 4.31142 -0.73978
H 0.24840 4.71434 0.19388
H -1.01804 6.10650 -2.82449
H -2.15322 4.25749 -4.49116
H -2.26364 1.43600 -4.30663
H -1.14590 0.68789 -3.16346
H -0.54752 1.30404 -4.70071